Entry 1:
20
Properties=species:S:1:pos:R:3 method="wB97M-V/def2-TZVPD" max_force_ev_per_a=3.51 multiplicity=4 s_squared=3.78 total_charge=+1 homo_lumo_gap_ev="4.65 / 4.94" homo_ha="-0.4590 / -0.4590"
V -4.2976 1.0734 -0.3408
Cl -2.7877 -0.3993 1.1248
C -1.7145 1.9647 3.6019
O -1.2597 0.8602 4.3951
H -1.6086 1.9128 2.5183
H -2.7926 1.9739 3.7626
H -1.3131 2.8953 4.0030
H -1.2531 1.1939 5.2952
C 0.8851 -0.5682 0.3016
O 0.5233 -0.8889 -1.1072
C 1.4751 -1.0131 -2.0227
O 2.6619 -1.0970 -1.7540
O 0.9021 -1.2832 -3.1705
C 1.7352 -1.3228 -4.3942
H 1.6642 0.1940 0.3158
H 1.3811 -1.3895 0.8188
H 0.0556 -0.1869 0.8971
H 2.5516 -0.6075 -4.2946
H 1.1879 -0.9724 -5.2693
H 2.0037 -2.3395 -4.6808



Entry 2:
20
Properties=species:S:1:pos:R:3 method="wB97M-V/def2-TZVPD" max_force_ev_per_a=2.72 multiplicity=1 de_lowest_kj_mol=196.6 homo_lumo_gap_ev=10.25 homo_ha=-0.3482
C 0.6940 -2.0481 1.6614
C 1.7376 -0.9335 1.4113
C 1.1524 0.3987 1.0278
C 0.2600 0.3434 -0.2488
C 0.5537 -0.3469 -2.4347
N 0.7379 -0.6184 -1.2149
H 1.1805 -2.8701 2.1934
H 0.2521 -2.4596 0.7569
H -0.1115 -1.7502 2.3352
H 2.5533 -1.2767 0.7861
H 2.0540 -0.9056 2.4634
H 1.9125 1.1399 0.7858
H 0.5248 0.9230 1.7538
H -0.7521 0.0414 0.0294
H 0.1698 1.3951 -0.5515
H 0.4913 -1.0964 -3.2198
H 0.3267 0.6861 -2.7364
H -4.5298 2.6476 -1.0203
H -4.9286 3.7227 -1.8919
O -4.2786 3.0077 -1.8860